55
Properties=species:S:1:pos:R:3:nbo_charge:R:1 method="wB97M-V/def2-TZVPD" total_charge=+1 multiplicity=1 gap_ev=9.87 total_energy_ev=-31999.921
C 1.149 -1.912 5.192 -0.65
C 0.950 -0.385 5.187 -0.23
N 1.191 0.293 3.901 -0.64
C 0.433 -0.168 2.756 0.12
C -1.091 -0.194 2.962 0.05
C -1.782 -1.205 2.053 -0.09
O -1.118 -2.445 2.218 -0.31
O -2.066 -3.501 2.057 -0.42
O -1.727 1.038 2.691 -0.52
C -0.908 2.187 2.878 0.07
C -1.782 3.415 2.732 -0.62
C 0.166 2.171 1.802 -0.23
N 0.796 0.795 1.638 -0.37
C 0.649 0.197 0.259 -0.25
C 1.969 0.269 -0.477 0.20
C 1.950 -0.438 -1.805 -0.65
F 2.260 1.629 -0.625 -0.37
H 1.927 -2.193 5.901 0.23
H 1.453 -2.294 4.216 0.21
H 0.242 -2.436 5.496 0.22
H -0.046 -0.123 5.540 0.20
H 1.634 0.084 5.892 0.22
H 2.182 0.194 3.694 0.36
H 0.747 -1.156 2.403 0.22
H -1.279 -0.497 3.995 0.20
H -2.832 -1.279 2.332 0.22
H -1.745 -0.875 1.010 0.17
H -2.204 -3.788 2.973 0.47
H -0.446 2.149 3.866 0.20
H -2.504 3.254 1.931 0.23
H -2.328 3.605 3.654 0.24
H -1.184 4.299 2.506 0.22
H 0.956 2.882 2.037 0.24
H -0.261 2.454 0.842 0.23
H 1.798 0.952 1.756 0.44
H -0.108 0.766 -0.277 0.24
H 0.320 -0.838 0.334 0.24
H 2.761 -0.149 0.161 0.16
H 1.326 0.082 -2.532 0.26
H 1.604 -1.465 -1.677 0.23
H 2.961 -0.475 -2.209 0.25
O 1.786 0.753 -5.151 -0.58
C 0.757 0.461 -5.696 0.80
O -0.022 -0.483 -5.118 -0.52
C -1.309 -0.853 -5.639 -0.07
C -1.203 -1.870 -6.753 -0.64
C 0.353 1.068 -7.017 -0.75
H -1.866 0.033 -5.944 0.18
H -1.830 -1.280 -4.783 0.19
H -0.674 -1.468 -7.616 0.21
H -2.199 -2.175 -7.076 0.23
H -0.666 -2.753 -6.407 0.22
H 0.847 0.506 -7.810 0.25
H 0.728 2.088 -7.042 0.25
H -0.715 1.074 -7.210 0.22